Entry 1:
Density functional theory data (ωB97M-V/def2-TZVPD) for a structure of composition C72H160As2F18N11O12S6 at a distorted geometry.

Structure (ORCA input):
```
! RIJCOSX wB97M-V def2-TZVPD def2/J DEFGRID3
* xyz 3 1
C 0.726 5.517 6.046
C 0.975 6.502 4.804
C 1.152 5.656 3.589
N 1.397 6.315 2.243
C 2.668 7.031 2.202
C 3.898 6.158 2.430
C 3.941 4.990 1.458
C 2.615 4.325 1.354
C 1.430 5.216 1.225
C 0.311 7.308 1.931
H -0.184 4.982 5.968
H 0.809 6.211 6.825
H 1.619 4.822 6.024
H 1.852 7.130 4.990
H 0.149 7.172 4.649
H 0.314 5.008 3.437
H 2.004 5.016 3.754
H 2.685 7.824 2.995
H 2.604 7.469 1.257
H 3.857 5.806 3.483
H 4.743 6.859 2.277
H 4.702 4.260 1.691
H 4.154 5.391 0.502
H 2.421 3.610 2.194
H 2.611 3.662 0.478
H 0.513 4.605 1.245
H 1.366 5.811 0.344
H 0.387 8.063 2.704
H -0.612 6.815 1.894
H 0.545 7.703 0.947
C 1.311 -3.733 4.242
C 1.343 -2.263 3.790
C -0.032 -1.607 3.994
N -0.087 -0.189 3.549
C -1.566 0.360 3.786
C -1.909 0.471 5.250
C -0.849 1.439 5.929
C 0.578 0.848 5.728
C 0.915 0.717 4.226
C 0.151 -0.144 2.051
H 1.264 -3.900 5.331
H 2.217 -4.162 3.814
H 0.512 -4.277 3.721
H 1.671 -2.336 2.743
H 2.199 -1.765 4.254
H -0.369 -1.644 5.066
H -0.841 -2.176 3.512
H -2.226 -0.239 3.181
H -1.597 1.275 3.296
H -2.021 -0.388 5.850
H -2.931 0.858 5.153
H -1.122 1.661 6.958
H -0.891 2.413 5.437
H 0.595 -0.141 6.240
H 1.310 1.443 6.368
H 1.881 0.205 4.036
H 0.849 1.732 3.712
H -0.161 0.877 1.739
H -0.503 -0.872 1.548
H 1.244 -0.224 1.915
C -2.678 -2.556 -2.923
C -1.394 -2.880 -2.120
C -1.679 -4.192 -1.375
N -0.683 -4.547 -0.392
C -1.081 -5.916 0.227
C -0.060 -6.542 1.178
C 1.265 -6.632 0.439
C 1.739 -5.289 -0.072
C 0.702 -4.682 -0.958
C -0.643 -3.496 0.663
H -2.334 -1.625 -3.413
H -3.497 -2.374 -2.266
H -2.968 -3.268 -3.729
H -1.232 -2.117 -1.401
H -0.438 -2.921 -2.736
H -1.775 -5.092 -2.122
H -2.681 -4.193 -0.904
H -1.271 -6.508 -0.625
H -2.075 -5.739 0.702
H -0.370 -7.557 1.464
H 0.013 -5.942 2.086
H 1.038 -7.195 -0.431
H 1.976 -7.147 1.086
H 2.629 -5.353 -0.701
H 2.047 -4.558 0.748
H 0.627 -5.191 -1.920
H 1.108 -3.697 -1.196
H -1.648 -3.409 1.053
H -0.409 -2.492 0.274
H -0.044 -3.787 1.504
C -3.816 7.806 -0.862
C -3.058 6.886 -1.790
C -3.695 5.466 -1.649
N -3.254 4.337 -2.581
C -1.759 4.315 -2.638
C -1.197 3.089 -3.304
C -1.663 1.897 -2.489
C -3.152 1.737 -2.608
C -3.751 3.070 -1.992
C -3.849 4.541 -3.936
H -3.344 8.801 -0.779
H -3.974 7.369 0.150
H -4.847 8.015 -1.222
H -2.004 6.833 -1.493
H -3.245 7.289 -2.819
H -4.748 5.537 -1.855
H -3.621 5.104 -0.652
H -1.363 4.350 -1.605
H -1.399 5.208 -3.121
H -0.130 3.093 -3.351
H -1.539 2.991 -4.318
H -1.475 2.116 -1.457
H -1.165 0.906 -2.770
H -3.619 0.917 -2.138
H -3.503 1.649 -3.614
H -3.443 3.079 -0.966
H -4.787 3.000 -1.947
H -3.320 5.285 -4.533
H -4.894 4.839 -3.817
H -3.926 3.590 -4.387
C -4.932 -0.401 7.235
C -5.603 0.847 6.570
C -6.673 0.317 5.503
N -7.314 1.367 4.637
C -8.134 0.684 3.536
C -9.259 -0.123 4.096
C -10.126 0.820 4.912
C -9.369 1.537 6.073
C -8.188 2.245 5.555
C -6.335 2.260 3.902
H -4.204 -0.119 7.992
H -4.506 -0.984 6.442
H -5.784 -0.876 7.705
H -4.744 1.356 6.121
H -6.110 1.533 7.225
H -7.427 -0.191 6.093
H -6.254 -0.423 4.821
H -7.430 0.122 2.957
H -8.536 1.479 2.874
H -8.988 -0.976 4.702
H -9.847 -0.556 3.256
H -10.953 0.297 5.388
H -10.638 1.578 4.295
H -9.124 0.752 6.851
H -10.089 2.224 6.553
H -7.462 2.676 6.223
H -8.661 3.086 5.039
H -5.820 1.726 3.008
H -5.620 2.676 4.548
H -6.913 3.044 3.513
C -3.396 -6.562 -7.395
C -3.983 -5.108 -7.429
C -2.921 -4.094 -7.975
N -3.338 -2.662 -8.014
C -2.156 -1.915 -8.570
C -2.380 -0.457 -8.841
C -3.746 -0.164 -9.564
C -4.904 -0.998 -9.058
C -4.552 -2.513 -8.927
C -3.613 -2.274 -6.623
H -2.457 -6.576 -6.858
H -3.356 -7.033 -8.378
H -4.113 -7.258 -6.968
H -4.242 -4.878 -6.402
H -4.941 -4.999 -7.960
H -2.807 -4.493 -8.952
H -1.981 -4.234 -7.391
H -1.871 -2.459 -9.468
H -1.339 -2.035 -7.866
H -1.609 -0.209 -9.491
H -2.311 0.068 -7.880
H -3.685 -0.376 -10.642
H -3.981 0.905 -9.477
H -5.779 -0.977 -9.775
H -5.313 -0.596 -8.101
H -4.283 -3.008 -9.880
H -5.380 -3.125 -8.514
H -4.389 -2.848 -6.185
H -4.019 -1.276 -6.657
H -2.721 -2.269 -6.014
C 6.905 -5.207 -0.298
C 6.170 -4.099 0.507
C 6.582 -4.333 1.994
N 6.251 -3.290 3.089
C 6.216 -3.981 4.415
C 7.613 -4.197 4.974
C 8.426 -2.913 5.048
C 8.495 -2.324 3.709
C 7.112 -2.082 3.096
C 4.826 -2.819 2.736
H 7.945 -4.923 -0.424
H 6.578 -5.279 -1.371
H 6.814 -6.126 0.238
H 5.085 -4.145 0.532
H 6.485 -3.075 0.203
H 7.661 -4.506 2.172
H 6.107 -5.227 2.347
H 5.674 -4.910 4.382
H 5.639 -3.291 5.067
H 8.236 -4.966 4.519
H 7.381 -4.589 5.909
H 9.415 -3.170 5.367
H 7.965 -2.282 5.802
H 9.041 -2.983 2.962
H 9.014 -1.364 3.734
H 7.331 -1.848 2.037
H 6.607 -1.369 3.741
H 4.434 -2.211 3.546
H 4.263 -3.781 2.684
H 4.761 -2.417 1.752
C 6.121 -0.548 -1.576
C 6.346 -0.066 -2.985
C 4.948 -0.002 -3.660
N 4.904 0.596 -4.991
C 5.159 2.108 -4.939
C 5.172 2.851 -6.270
C 6.194 2.148 -7.216
C 5.828 0.648 -7.349
C 5.940 -0.066 -5.975
C 3.525 0.261 -5.537
H 7.106 -0.703 -1.179
H 5.623 -1.544 -1.504
H 5.488 0.193 -1.147
H 6.986 -0.763 -3.565
H 6.780 0.879 -2.854
H 4.258 0.546 -3.041
H 4.516 -0.984 -3.660
H 6.146 2.194 -4.478
H 4.388 2.429 -4.236
H 5.493 3.891 -6.104
H 4.169 2.815 -6.687
H 7.228 2.220 -6.810
H 6.256 2.581 -8.215
H 6.534 0.210 -8.127
H 4.882 0.493 -7.813
H 6.931 0.060 -5.582
H 5.686 -1.138 -5.933
H 3.367 -0.785 -5.530
H 3.356 0.601 -6.574
H 2.874 0.766 -4.810
As -2.611 3.978 2.142
F -4.167 4.203 1.448
F -2.769 5.300 3.196
F -0.966 3.576 2.693
F -2.453 2.638 1.079
F -1.861 5.013 0.909
F -3.263 2.911 3.279
As 1.686 0.592 -1.441
F 2.254 0.479 0.229
F 3.055 1.599 -1.873
F 1.046 0.665 -3.088
F 0.306 -0.387 -0.877
F 0.833 2.015 -1.041
F 2.465 -1.001 -1.890
N 3.852 0.895 5.768
S 4.203 1.322 4.337
O 3.453 2.448 3.903
O 4.358 0.242 3.411
F 5.680 1.933 4.335
S 4.206 -0.407 6.512
O 5.340 -1.147 5.994
O 3.058 -1.156 6.907
F 4.750 0.154 7.926
N 1.170 -3.921 -4.452
S 0.632 -3.164 -5.778
O 1.565 -2.318 -6.448
O -0.720 -2.617 -5.588
F 0.439 -4.401 -6.756
S 2.780 -3.990 -4.120
O 2.916 -4.782 -2.919
O 3.559 -2.758 -4.319
F 3.354 -4.958 -5.215
N -3.243 -2.021 1.959
S -3.425 -2.819 3.320
O -3.730 -2.145 4.525
O -2.355 -3.860 3.248
F -4.781 -3.628 3.000
S -4.296 -1.006 1.297
O -3.670 -0.317 0.267
O -5.238 -0.493 2.211
F -5.268 -2.096 0.455
*
```

Computed properties:
E_HOMO ... -14.60 eV
E ... -353809.790 eV
Relative energy (zero: lowest compared OMol25 entry of this formula, charge and spin) ... 0.0 kcal per mole

Entry 2:
Density functional theory data (ωB97M-V/def2-TZVPD) for a structure of composition C30H25N3SSb2Se4Sn.

Structure (ORCA input):
```
! RIJCOSX wB97M-V def2-TZVPD def2/J DEFGRID3
* xyz 0 1
Sn -3.552 -0.099 -1.192
C 1.505 -2.678 2.654
N 0.371 -2.496 1.756
C -0.843 -3.257 2.045
C 0.266 -1.346 1.114
N 0.204 -0.350 0.532
H 1.248 -2.401 3.681
H 2.337 -2.064 2.317
H 1.807 -3.725 2.635
H -1.352 -2.878 2.937
H -0.560 -4.295 2.216
H -1.509 -3.206 1.186
Se -7.027 -0.205 2.625
Sb -4.764 -1.326 1.993
Se -3.304 0.607 1.381
Se -6.749 -1.759 4.388
Se -4.427 -1.275 4.550
N 2.252 -8.430 -1.496
C 1.566 -7.511 -1.419
C 0.708 -6.362 -1.324
C -0.613 -6.439 -1.761
C -1.435 -5.332 -1.667
C -0.952 -4.134 -1.133
C 0.376 -4.066 -0.702
C 1.201 -5.171 -0.795
C -1.798 -2.982 -1.034
C -2.520 -2.010 -0.939
H -0.987 -7.366 -2.172
H -2.461 -5.383 -2.004
H 0.754 -3.135 -0.301
H 2.230 -5.118 -0.464
S -1.329 0.855 -2.377
Sb 0.072 2.039 -1.006
C 2.046 1.332 -0.967
C 2.482 0.556 -2.033
C 3.785 0.078 -2.046
C 4.646 0.378 -1.000
C 4.209 1.161 0.060
C 2.907 1.640 0.079
C 0.270 3.913 -1.966
C -0.210 4.119 -3.253
C -0.042 5.355 -3.864
C 0.603 6.382 -3.190
C 1.081 6.179 -1.902
C 0.915 4.945 -1.290
C -0.674 2.697 0.841
C -0.150 2.343 2.077
C -0.730 2.844 3.233
C -1.836 3.677 3.155
C -2.362 4.025 1.920
C -1.777 3.542 0.760
H 1.804 0.302 -2.840
H 4.125 -0.531 -2.873
H 5.662 0.005 -1.012
H 4.883 1.400 0.873
H 2.576 2.252 0.909
H -0.725 3.319 -3.771
H -0.419 5.516 -4.865
H 0.731 7.345 -3.667
H 1.579 6.981 -1.373
H 1.280 4.799 -0.278
H 0.676 1.647 2.144
H -0.328 2.564 4.199
H -2.298 4.047 4.062
H -3.234 4.664 1.858
H -2.190 3.820 -0.204
*
```

Computed properties:
E_HOMO ... -7.47 eV
E ... -327111.710 eV
Relative energy (zero: lowest compared OMol25 entry of this formula, charge and spin) ... 9.1 kcal per mole